(1)
C55H49NO3P2Ta | wB97M-V/def2-TZVPD

Structure (ORCA input):
```
! RIJCOSX wB97M-V def2-TZVPD def2/J DEFGRID3
* xyz 3 1
Ta 0.0858 -0.1731 -0.0984
P -1.8825 -1.7873 -0.9784
P 0.4692 0.5581 2.4072
O 1.9954 -0.7663 -0.3406
O 1.8439 1.3801 -0.1343
O -0.8812 -2.0395 1.8143
N 0.5110 0.4318 -2.5878
C -0.9414 -1.7263 3.1892
C 4.0206 -0.4921 -4.7204
C 0.2905 3.3191 2.2622
C 2.2141 0.6123 2.8786
C 4.8489 0.5255 3.7287
C -5.7826 0.2638 -2.1842
C -0.2453 -0.5948 3.5907
C 0.8788 -4.0175 -2.8824
C 4.8125 -0.6377 -0.6955
C -1.5459 2.2099 3.3849
C 2.8212 0.9469 -3.2120
C 6.0629 1.7803 -0.1022
C -0.9905 -3.9011 -4.3977
C -1.2223 1.4103 -0.4397
C 2.9839 -0.5305 2.6478
C -2.1744 -5.5028 1.5796
C 0.2847 -4.3575 -4.0930
C -0.3265 2.1491 2.7106
C 4.3007 -0.5683 3.0705
C -3.8752 3.6364 -0.0795
C -1.6852 -3.0991 -3.5009
C 4.0549 0.4843 -0.3408
C -4.4932 -1.0046 -0.6000
C 2.6179 0.3910 -0.2802
C 1.7272 0.0941 -3.2813
C 2.7597 1.7045 3.5491
C 3.9680 0.6465 -3.9300
C -1.5636 -2.1071 5.4755
C 0.1976 -3.2093 -1.9910
C -1.8798 2.4095 -0.7190
C -0.7857 -1.0378 5.8928
C -3.0095 -4.2028 -0.2464
C -1.0856 -2.7443 -2.2973
C 6.1872 -0.5436 -0.7596
C -5.6667 -0.3546 -0.9461
C -1.4807 4.6094 3.2529
C -3.0171 -5.3769 0.4831
C -1.4123 -4.4289 2.0164
C -3.5392 -0.4033 -2.7408
C -0.2811 4.5460 2.5536
C 4.6865 1.6989 -0.0505
C 2.9279 -1.3482 -4.7733
C -1.5204 -3.2096 1.3667
C -1.7487 4.8205 -0.7906
C 6.8136 0.6612 -0.4536
C -0.1507 -0.2639 4.9422
C -2.6595 3.5967 -1.0220
C 1.7827 -1.0613 -4.0500
C -2.1176 3.4434 3.6554
C 4.0787 1.6520 3.9759
C -3.4279 -1.0330 -1.5004
C -1.6491 -2.4535 4.1347
C -2.2425 -3.1218 0.1846
C -3.1179 3.5627 -2.4896
C -4.7235 0.2253 -3.0840
H 2.7593 1.8640 -2.6362
H -3.5571 3.6590 0.9635
H -3.7289 2.6838 -2.6842
H -2.2802 -3.2786 3.8506
H 0.2139 5.4586 2.2481
H -4.5141 2.7654 -0.2322
H 2.5547 -1.3937 2.1516
H -1.3459 4.8196 0.2195
H -1.9225 5.5694 3.4860
H 4.8126 1.3223 -3.9013
H 7.8927 0.7309 -0.4901
H 4.0881 2.5611 0.2154
H 0.4104 1.4405 -2.5277
H 0.4032 0.6187 5.2388
H 6.5577 2.7143 0.1260
H -3.6389 -6.2064 0.1760
H -2.6889 -2.7701 -3.7400
H -2.2666 3.5611 -3.1716
H -2.0421 1.3084 3.7202
H -6.4989 -0.3435 -0.2551
H 5.8765 0.4892 4.0651
H -2.3358 5.7273 -0.9346
H 2.1639 2.5866 3.7397
H -0.7459 -4.5500 2.8588
H 4.9018 -1.4513 2.8986
H -4.8318 0.6724 -4.0637
H -1.4479 -4.1777 -5.3383
H 0.8163 -4.9861 -4.7947
H -3.0575 3.4934 4.1887
H 1.2129 3.2742 1.6950
H -2.1119 -2.6962 6.1981
H 4.8966 -0.6929 -5.3218
H 0.9168 -1.7106 -4.1156
H 4.4996 2.4919 4.5122
H -4.4179 -1.5083 0.3563
H -0.2872 0.0666 -3.0992
H -3.7102 4.4544 -2.6922
H 1.8682 -4.3820 -2.6402
H 6.7779 -1.4013 -1.0509
H -0.9235 4.8266 -1.5031
H -2.7227 -0.4382 -3.4534
H 2.9542 -2.2293 -5.4007
H 0.6538 -2.9731 -1.0287
H -6.7061 0.7568 -2.4570
H -3.5901 -4.1233 -1.1577
H -4.4575 4.5335 -0.2872
H -2.1050 -6.4439 2.1080
H -0.7092 -0.7973 6.9438
H 4.3119 -1.5674 -0.9363
*
```

Output
E, hartree: -3144.5986
Orbital gap, eV: 5.899
Lowest unoccupied orbital energy, eV: -9.92
Relative energy (zero: lowest compared OMol25 entry of this formula, charge and spin), kcal/mol: 0.0

Mulliken population analysis, charges in e, atoms 1 to 5: 1.783, 1.395, 1.291, -0.804, -0.621

(2)
C37H78B3F5N8O4 | wB97M-V/def2-TZVPD

Structure (ORCA input):
```
! RIJCOSX wB97M-V def2-TZVPD def2/J DEFGRID3
* xyz 0 1
F 2.7829 -1.6885 0.6252
F 1.4259 3.9503 -0.7474
F 1.5433 2.1735 -2.0487
F 1.6476 -2.1711 2.4055
F 0.7488 -2.4132 0.4396
O -3.8174 6.9824 2.4425
O -1.4143 4.0993 -1.0884
O -3.3616 3.1807 -2.0600
O -1.3036 2.0626 -2.3406
N -4.7442 0.7918 -7.7751
N -1.4752 -0.7448 -1.9685
N 5.4944 2.1801 0.0546
N -3.4973 -1.8491 -2.2953
N -2.5488 -0.6965 -4.1524
N -1.3399 -0.8008 5.9497
N 4.9972 -5.9961 1.5407
N -5.5553 5.5248 2.2148
C -2.7129 -1.2264 5.7367
C 6.3563 2.6147 1.1388
C 4.0808 2.3500 0.3464
C -3.4480 -1.9032 6.9021
C -0.4107 -1.8505 6.3345
C -4.3168 2.8347 -9.2661
C 1.5500 -1.6162 1.1804
C 0.7268 1.8923 0.1493
C -5.4386 1.4792 -6.7032
C 6.9864 -5.3179 3.0096
C -3.6118 4.2587 0.2685
C -3.8784 5.7702 0.3869
C -4.3805 6.1640 1.7607
C 5.7077 -3.8832 0.2844
C 0.2005 2.4184 1.3292
C -0.4062 -3.0245 5.3684
C -3.4863 0.6337 -2.3218
C 0.7905 2.7765 -1.0717
C -2.7295 -0.6410 -2.6976
C -1.1649 0.4259 6.7080
C 7.8233 2.6970 0.7452
C 0.5427 0.3094 2.4262
C -3.7870 1.6342 -8.4716
C 3.9594 -5.3271 2.3088
C 5.3001 -5.3641 0.2648
C -5.5708 -0.0611 -8.6125
C 1.0587 -0.2056 1.2449
C 5.8670 0.9277 -0.5806
C 2.6814 -5.0979 1.5180
C -6.7543 0.5809 -9.3504
C 1.1504 0.5747 0.1038
C 5.9255 -0.3373 0.2878
C -1.4504 0.3996 8.2147
C 6.1339 -6.4061 2.3429
C 0.1097 1.6283 2.4612
C -6.2212 0.5363 -5.8030
C 3.4817 1.5324 1.4988
B -2.6870 1.9751 -2.2710
B -2.7854 3.8711 -1.0012
B -0.7101 3.0162 -1.5607
H -1.7825 1.1993 6.2421
H -0.1283 0.7463 6.5618
H 6.5066 -1.1078 -0.2211
H -3.7548 -1.7776 -1.3155
H -3.4883 3.5000 -9.5147
H -3.2012 0.9949 -9.1369
H 6.3727 -4.5683 3.5102
H 8.4030 3.1014 1.5759
H -2.5784 -1.6916 -4.3604
H 1.5613 0.1623 -0.8063
H -0.2912 2.0314 3.3794
H -4.3209 -2.4384 6.5238
H -3.0924 3.9058 1.1631
H -3.4058 -0.3251 -4.5513
H 4.4152 -5.4580 -0.3666
H -4.5530 3.7106 0.2151
H -5.9552 -0.8722 -7.9902
H 6.0675 -5.9607 -0.2348
H -6.6539 1.0979 -4.9731
H -5.0422 3.4156 -8.6955
H -4.3107 0.7921 -3.0262
H -0.9887 -0.4592 8.7024
H 6.4033 -0.1515 1.2514
H 2.5012 1.9363 1.7631
H 4.2940 -4.3538 2.7037
H 3.3380 0.4876 1.2291
H -5.5664 -0.2347 -5.3912
H 7.6334 -4.8092 2.2962
H 3.5191 2.1485 -0.5702
H -3.9665 0.4764 -1.3546
H -1.2991 -1.7318 -1.8152
H 5.1755 0.7612 -1.4107
H 1.9328 -4.6378 2.1602
H -2.5179 0.3832 8.4301
H -7.4503 -0.1957 -9.6726
H -4.6795 1.9878 -6.1010
H 7.6317 -5.7710 3.7647
H -6.1199 2.2670 -7.0629
H -1.0415 1.2987 8.6789
H -3.2801 -0.3520 5.4072
H -0.1933 -2.6769 4.3563
H -4.7810 2.5344 -10.2044
H -2.7229 -1.9085 4.8839
H 7.9567 3.3510 -0.1173
H 5.5686 -3.4435 -0.7051
H 6.2698 1.9820 2.0374
H 3.9214 3.4112 0.5609
H 8.2411 1.7193 0.5042
H 6.8420 1.0699 -1.0516
H -4.6400 6.0654 -0.3388
H -4.9116 -0.5480 -9.3348
H 2.8452 -4.4256 0.6772
H 5.7498 -7.0685 3.1249
H -3.8046 -1.1861 7.6397
H -1.3524 -3.5657 5.3583
H -7.0483 0.0531 -6.3221
H -7.3074 1.2703 -8.7108
H -0.7218 -0.4139 -2.5593
H -4.3763 -1.8461 -2.8034
H -2.9684 6.3358 0.2093
H -0.1347 3.4471 1.3495
H -2.8156 -2.6301 7.4133
H 6.0191 3.6120 1.4346
H 6.7494 -3.7304 0.5633
H -6.4418 1.1229 -10.2413
H -5.3782 4.8804 2.9737
H 3.7362 -5.9478 3.1809
H 0.3699 -3.7342 5.6564
H 4.1047 1.5727 2.3933
H -3.0816 2.0026 -7.7206
H 5.0831 -3.3181 0.9766
H 6.7782 -7.0300 1.7174
H -0.5842 -2.2298 7.3541
H 2.2747 -6.0361 1.1376
H 0.5874 -1.4035 6.3423
H -6.0215 5.0214 1.4715
H 4.9357 -0.7521 0.4720
H 0.4841 -0.3153 3.3056
*
```

Output
E, hartree: -2769.7849
SMILES string: NC(=O)CCB1OB(CC(N)(N)N)OB(C(F)(F)c2cccc(C(F)(F)F)c2)O1.CCN(CC)CC.CCN(CC)CC.CCN(CC)CC.CCN(CC)CC
Orbital gap, eV: 7.821
Lowest unoccupied orbital energy, eV: 0.02

Mulliken population analysis, charges in e, atoms 1 to 5: -0.272, -0.376, -0.433, -0.264, -0.295

(3)
C3H2NO2Se | wB97M-V/def2-TZVPD

Structure (ORCA input):
```
! RIJCOSX wB97M-V def2-TZVPD def2/J DEFGRID3
* xyz -1 1
Se 0.4627 -1.1080 -2.9391
O -0.7005 2.9175 2.0491
O 1.2011 1.6812 2.4168
N 0.0429 0.3157 0.5872
C -0.3811 -0.1893 -0.4158
C 0.0891 2.0453 1.8566
C -0.7207 -0.9304 -1.5136
H -1.4922 -1.6854 -1.4259
H 1.4517 0.8626 1.9289
*
```

Output
E, hartree: -2722.1358
Orbital gap (spin up / spin down), eV: 6.161 / 6.340
Lowest unoccupied orbital energy (spin up / spin down), eV: 3.31 / 3.43
Relative energy (zero: lowest compared OMol25 entry of this formula, charge and spin), kcal/mol: 60.6

Mulliken population analysis, charges in e, atoms 1 to 5: -0.456, -0.444, -0.422, -0.531, 0.598

(4)
CH5FN2 | wB97M-V/def2-TZVPD

Structure (ORCA input):
```
! RIJCOSX wB97M-V def2-TZVPD def2/J DEFGRID3
* xyz 0 1
F 2.1407 -0.3747 -0.7467
N 0.9544 0.7276 -0.7401
N -0.1598 0.1946 -0.6538
C -0.8623 -0.3519 0.7675
H -0.5052 -1.3203 1.1927
H -0.6152 0.4839 1.3908
H 1.3747 1.4792 -0.0797
H -1.9725 -0.5604 0.4788
H -0.3550 -0.2780 -1.6096
*
```

Output
E, hartree: -250.3240
Orbital gap, eV: 10.112
Lowest unoccupied orbital energy, eV: 1.00
Relative energy (zero: lowest compared OMol25 entry of this formula, charge and spin), kcal/mol: 86.8

Mulliken population analysis, charges in e, atoms 1 to 5: -0.416, -0.374, 0.029, -0.524, 0.237

(5)
C29H51Br6ClN3O4Si | wB97M-V/def2-TZVPD

Structure (ORCA input):
```
! RIJCOSX wB97M-V def2-TZVPD def2/J DEFGRID3
* xyz 1 1
Br 3.2339 -1.1519 5.6497
Br -0.5274 7.3909 0.3737
Br 2.9797 3.1132 1.0567
Br -0.7480 3.7039 0.3862
Br 6.9126 -0.9576 5.3809
Br 5.6562 4.6989 -0.9345
Cl -2.9564 -5.1603 -1.1566
Si -4.8462 -0.7104 1.7632
O -2.4576 -3.3648 -4.1888
O 0.3325 0.1085 -3.4586
O 3.2795 -0.3316 -2.9465
O -4.8204 0.7387 0.8020
N -2.0290 -2.5604 -1.8759
N -0.4788 -1.2746 -0.2687
N -2.0177 0.0233 -1.8413
C 1.8930 -0.5518 0.1570
C 4.3766 -0.4405 2.4433
C 0.5100 0.4857 -2.0158
C -3.1934 -1.2358 2.5838
C -5.6328 -2.2650 0.8561
C 4.6065 -1.5603 6.9739
C 1.0933 -4.7327 -1.2792
C 3.1870 1.1417 -2.4337
C -3.0289 -2.6171 -3.0179
C -1.5265 -2.4955 -4.9454
C -0.9955 1.0999 -1.6062
C -3.4018 0.3471 -1.3727
C -1.5503 -3.9001 -1.2899
C 3.2242 -1.5655 0.0975
C 1.8199 0.5200 1.4035
C -1.8814 6.2181 -0.3975
C -1.5383 -1.3572 -1.3473
C 3.0459 0.5347 2.4908
C 0.7633 -0.7630 -1.0113
C 3.3911 0.8122 -4.1248
C 1.5614 1.7135 -1.9850
C -0.3413 -4.6188 -2.1193
C -6.0820 -0.3586 3.2518
C -3.5462 0.9971 0.1231
C -2.1636 5.0405 0.5057
C 5.7493 -0.5751 6.8987
C 3.7474 5.0936 -0.8690
C 3.2133 4.9793 0.5395
C 4.4475 -1.5322 1.2146
H -0.0497 0.9067 -3.9626
H -2.3756 -1.6480 1.8279
H -3.3063 -1.5544 -3.4715
H 6.3927 -0.6627 7.7789
H 4.3692 0.2394 -4.4817
H 3.6572 6.1210 -1.2336
H -1.9275 -1.4143 -5.1504
H -5.2705 -2.3784 -0.2504
H -3.3309 -2.0247 3.4616
H -0.7397 -0.6616 0.5276
H -5.4222 -3.2513 1.4930
H -5.6904 0.6026 3.8128
H -0.4762 -2.3679 -4.4111
H 5.2547 -0.3755 3.2251
H 0.8796 1.2312 1.4617
H -2.2557 5.3144 1.5604
H -2.7413 -0.2653 3.1062
H -0.6728 -5.7574 -2.2622
H -3.5086 2.1814 -0.0385
H -2.5827 0.7375 0.7317
H -3.0724 4.5206 0.1896
H -7.1528 -0.1215 2.8284
H 5.4214 0.4633 6.7959
H -2.7719 6.8442 -0.5045
H -1.5250 5.9285 -1.3902
H -6.1392 -1.3171 3.9315
H -3.9218 1.0195 -2.2107
H 4.9143 -2.5960 6.8056
H 4.0989 -1.4897 7.9401
H -4.0572 -0.6513 -1.3476
H -0.1829 -4.2083 -3.2137
H 1.8233 -5.4483 -1.8943
H 0.9419 -5.1293 -0.1692
H 5.3581 -2.2970 1.1020
H -0.8792 1.4704 -0.5031
H 1.7196 2.1855 -0.9252
H 1.6617 -3.7158 -1.1812
H -6.8152 -2.1272 0.9004
H -1.1836 -3.7973 -0.1631
H 4.1634 1.6449 -1.8231
H 3.3608 -2.3761 -0.7678
H 1.3288 2.5196 -2.8252
H 3.2572 4.4178 -1.5756
H 2.2152 5.4208 0.6109
H -4.0828 -3.0812 -2.7050
H 2.9799 1.3152 3.3645
H -1.2409 1.9875 -2.3429
H 1.1233 -1.6743 -1.6934
H -1.2742 -2.9864 -6.0005
H 2.6041 0.1867 -4.7124
H 3.8632 5.4394 1.2890
*
```

Output
E, hartree: -17793.6761
Orbital gap, eV: 6.703
Lowest unoccupied orbital energy, eV: -3.85

Mulliken population analysis, charges in e, atoms 1 to 5: -0.105, -0.149, 0.203, 0.187, -0.140

(6)
C10H15N | wB97M-V/def2-TZVPD

Structure (ORCA input):
```
! RIJCOSX wB97M-V def2-TZVPD def2/J DEFGRID3
* xyz 0 1
N -1.2196 0.0730 -0.8956
C 2.0832 1.1400 -0.4733
C -3.0279 1.0542 0.4442
C -2.0677 -1.0568 -0.7788
C -3.8645 -0.0334 0.3389
C 2.7022 -1.0865 0.5649
C -3.3641 -1.1045 -0.2686
C 3.1016 -0.0026 -0.4756
C 0.8614 0.5937 0.2707
C 1.1278 -0.8334 0.4730
C -1.7969 1.1559 -0.2778
H 0.6221 -1.2548 1.4152
H 1.0118 1.2055 1.2235
H 2.9857 -2.0139 0.3759
H 3.1751 -0.4668 -1.4811
H -3.9224 -2.1566 -0.2856
H 0.7774 -1.3498 -0.4742
H 3.2693 -0.6871 1.5042
H -1.5242 -2.0778 -1.0870
H -1.2516 2.0910 0.0577
H 2.0761 1.3874 -1.5723
H -3.3400 2.0073 0.9173
H -4.7493 -0.0685 0.9420
H 4.0138 0.4776 -0.2635
H -0.1669 0.8897 0.0188
H 2.4876 2.1171 -0.2129
*
```

Output
E, hartree: -444.6313
SMILES string: c1ccncc1.C1CCCC1
Orbital gap, eV: 9.627
Lowest unoccupied orbital energy, eV: 0.56
Relative energy (zero: lowest compared OMol25 entry of this formula, charge and spin), kcal/mol: 92.7

Mulliken population analysis, charges in e, atoms 1 to 5: -0.332, -0.706, -0.381, -0.052, -0.325

(7)
C29H50GeN3O2OsSSi | wB97M-V/def2-TZVPD

Structure (ORCA input):
```
! RIJCOSX wB97M-V def2-TZVPD def2/J DEFGRID3
* xyz 3 5
Os 0.7653 -0.1944 -0.6724
Ge -2.8949 -1.6210 0.8464
S 0.5861 -2.4468 -1.1020
Si 2.9888 -0.0381 0.1673
O -1.5273 -0.3208 0.0865
O -3.2256 0.9453 -0.6834
N 1.3206 -2.1443 -3.6616
N 0.0930 1.8973 -0.5685
N -0.5898 -3.4510 -3.2116
C 3.8808 1.2964 -1.6744
C 5.3939 -1.5211 0.8546
C 2.8963 0.0523 2.9400
C 5.3555 1.0833 -1.5268
C 3.4174 2.6992 -1.4184
C -4.0729 -4.7808 -1.6596
C -3.2659 -5.8203 -1.2104
C 4.1486 -2.3408 -1.1498
C 0.4162 -2.6817 -2.8588
C -2.9552 -3.2682 -0.1431
C 1.6150 -2.4050 -5.0806
C 2.1166 2.1398 1.8748
C 3.2005 -2.6702 1.1385
C -4.8263 -0.2582 2.3988
C -6.0625 0.3798 2.6854
C -6.7483 0.1873 0.3847
C 3.2311 0.6504 -2.8713
C -3.9243 -3.5070 -1.1242
C -4.5618 -0.6759 1.1150
C 4.0007 -1.7056 0.2389
C -1.2383 2.0470 0.0757
C 4.5634 1.6521 1.9544
C -5.5209 -0.4444 0.0924
C -2.1594 -4.3231 0.3138
C -1.0649 -3.8526 -4.5440
C -7.0200 0.5823 1.6702
C -2.1178 0.8543 -0.2294
C 3.1713 1.0329 1.7842
C -2.3113 -5.5932 -0.2243
H -4.5766 -2.7130 -1.4646
H -1.4279 -4.1605 1.0962
H -1.0940 2.0730 1.1560
H 2.2379 2.6655 2.8268
H 3.8220 3.1277 -0.5079
H 5.3715 0.9378 1.8207
H 2.1380 -2.7164 0.8994
H 1.9959 -1.5695 -3.1821
H 2.3329 2.7943 -1.4283
H 5.6706 0.0658 -1.7280
H -1.1170 -3.8377 -2.4404
H 3.2984 -2.4260 2.1929
H 5.7349 1.4061 -0.5587
H 3.6028 -3.6790 1.0004
H 2.6822 -2.2586 -5.2242
H 1.1062 1.7214 1.8736
H 4.6433 2.0375 2.9762
H 4.6740 -3.2947 -1.0421
H 4.7339 2.4962 1.2897
H -7.4704 0.3610 -0.4022
H -7.9727 1.0386 1.9058
H -5.3159 -0.7312 -0.9304
H -0.6379 -4.8086 -4.8427
H 5.8538 1.7205 -2.2741
H 0.7316 2.5376 -0.1080
H -2.1445 -3.9572 -4.4839
H -1.7045 -6.4106 0.1418
H 3.1824 -2.5600 -1.6076
H -0.8408 -3.0964 -5.2844
H 1.9536 -0.4911 2.8207
H 3.7911 3.3204 -2.2446
H 1.3848 -3.4300 -5.3435
H 1.0759 -1.7212 -5.7335
H 2.8257 0.6306 3.8671
H 5.3543 -1.1425 1.8742
H -3.4000 -6.8166 -1.6114
H 3.7013 -0.6658 3.0752
H 2.1369 0.6202 -2.7881
H 6.0452 -0.8796 0.2676
H 2.2228 2.8919 1.0911
H -1.7337 2.9602 -0.2420
H 4.7407 -1.7345 -1.8315
H -2.0815 -1.7726 2.1299
H -4.1102 -0.4203 3.1947
H 0.0163 2.2161 -1.5325
H 3.6219 -0.3485 -3.0601
H 3.4494 1.2620 -3.7581
H -4.8384 -4.9689 -2.4018
H -6.2666 0.7174 3.6954
H 5.8729 -2.5045 0.9039
*
```

Output
E, hartree: -4304.0059
<S²>: 6.029
Orbital gap (spin up / spin down), eV: 5.611 / 3.958
Lowest unoccupied orbital energy (spin up / spin down), eV: -9.62 / -11.27

Mulliken population analysis, charges in e, atoms 1 to 5: 1.213, 0.435, -0.578, -0.324, -0.822